Entry 1:
Computed, not measured: 2 unconnected molecules or ions with the total composition C3H9NO2 at a distorted geometry, with the ωB97M-V functional and the def2-TZVPD basis.

Each line ends with the Mulliken charge.
Geometry (Å):
H -1.796 -0.337 2.399  0.209
O -2.010 0.234 -0.272  -0.539
H 1.008 -1.570 -1.591  0.243
C -1.239 0.448 0.621  0.666
H -2.784 1.158 1.788  0.272
O 0.144 0.395 0.779  -0.499
C -1.816 0.675 1.999  -0.960
C 2.878 -0.796 -1.450  -0.798
H 1.000 -0.013 -2.126  0.307
N 1.396 -0.722 -1.412  -0.625
H 3.379 -1.208 -0.378  0.219
H 3.170 0.261 -1.528  0.279
H -1.383 1.283 2.728  0.380
H 3.363 -1.325 -2.247  0.309
H 0.254 -0.187 -0.229  0.536

Atoms 1-2, force components in eV/Å:
H -0.8 0.0 0.2
O 1.5 -0.3 -1.4

Values from the calculation:
- gap between HOMO and LUMO (eV) = 10.57
- SMILES = CC(=O)O.CN
- net charge = 0
- E_HOMO (Ha) = -0.3601
- E_tot (eV) = -8840.53973
- E_LUMO (eV) = 0.7678
- molecular weight (g mol⁻¹) = 91.11
- ΔE to the lowest compared entry with this formula, charge and spin (kcal/mol) = 55.7

=====

Entry 2:
Computed, not measured: 2 unconnected molecules or ions with the total composition C4H11NO2 at a distorted geometry, with the ωB97M-V functional and the def2-TZVPD basis.

Each line ends with the Mulliken spin population.
Geometry (Å):
H -2.362 0.656 0.634  -0.002
C 0.259 -1.767 -1.139  0.012
H 0.292 -1.790 -2.235  0.046
N 0.503 -0.421 -0.662  0.690
C -0.513 0.490 -0.278  -0.087
H 2.256 -0.577 0.451  0.048
O -0.148 1.621 -0.067  0.240
H -0.721 -2.118 -0.864  0.012
C 1.887 -0.059 -0.436  -0.004
H 1.956 1.013 -0.347  0.011
H 2.468 -0.404 -1.278  0.027
H -0.500 2.250 3.398  0.000
H -2.500 0.309 -1.082  -0.004
C -1.930 0.056 -0.184  -0.005
H -2.034 -0.982 0.107  -0.002
O 0.217 2.017 2.799  0.005
H -0.142 2.128 1.897  -0.001
H 1.011 -2.422 -0.714  0.014

Atoms 1-2, force components in eV/Å:
H 0.1 -0.2 -0.4
C -0.2 0.1 0.1

Values from the calculation:
- <S²> = 0.7659
- gap between HOMO and LUMO (spin up / spin down) (eV) = 10.76 / 5.84
- multiplicity = 2
- net charge = +1
- E_HOMO (spin up / spin down) (Ha) = -0.5304 / -0.5301
- E_tot (eV) = -9902.72568
- E_LUMO (spin up / spin down) (eV) = -3.6705 / -8.5879
- molecular weight (g mol⁻¹) = 105.14
- ΔE to the lowest compared entry with this formula, charge and spin (kcal/mol) = 6.2

=====

Entry 3:
Computed, not measured: a molecular structure, C35H24N8O6STi, with the ωB97M-V functional and the def2-TZVPD basis.

Each line ends with the Mulliken charge.
Geometry (Å):
H 4.820 1.118 -3.125  0.602
C -5.301 -1.436 1.131  -0.882
C -0.794 -1.918 -2.243  -0.808
O -0.961 -5.319 -3.499  -0.557
C -3.205 -1.609 2.296  -0.680
H 3.250 -1.977 6.919  0.415
C 2.712 -1.616 6.053  -0.692
C -1.310 3.472 -0.894  -0.415
C 2.230 4.334 -2.927  0.634
N -1.275 -0.348 1.340  0.854
H -0.174 -2.190 4.358  0.370
C -0.805 -3.250 -2.480  0.362
C 1.481 -2.189 5.708  -0.790
H 3.984 1.396 3.682  0.442
C -1.080 -4.135 -3.657  0.554
N -0.451 -1.679 -0.919  1.259
Ti -0.552 0.446 -0.472  -0.833
C 0.729 2.805 -1.771  0.345
C 1.175 0.848 1.887  0.899
N 1.434 0.530 -1.384  0.941
N 4.281 3.691 -3.710  -0.652
H -2.609 -1.975 3.119  0.424
C 3.227 -0.595 5.295  -0.856
H -2.805 1.719 -2.258  0.620
C -3.401 -0.268 0.317  1.067
H 1.078 -2.990 6.313  0.450
C 0.779 -1.744 4.611  -0.355
N -0.642 -0.616 2.419  -0.919
N -0.425 2.512 -1.129  0.962
C 3.040 0.955 3.383  -0.876
H -4.288 1.711 -1.252  0.403
H -0.669 -3.052 1.726  0.128
C -4.543 -1.942 2.178  -0.968
O -0.939 0.362 -2.433  -0.454
C 3.564 -0.282 -2.081  -1.239
C -0.253 -2.879 -0.360  0.093
O -1.404 -0.851 -4.260  -0.844
N -0.456 -3.823 -1.288  -0.112
C -1.078 -0.751 -3.096  0.909
H -2.195 3.195 -0.336  0.626
H -1.882 5.522 -1.124  0.475
H 2.053 -1.397 -1.032  0.439
C 3.188 3.303 -3.073  0.736
C 3.874 0.939 -2.630  -0.522
C 2.329 -0.446 -1.466  -0.323
S 4.077 5.243 -4.076  0.220
O 0.536 1.318 0.856  0.155
C 2.945 1.978 -2.543  0.387
H 2.776 2.270 1.715  0.583
C -4.737 -0.587 0.187  -0.909
O -2.697 0.583 -0.545  1.341
H 0.992 -2.582 1.353  0.226
H 0.463 -4.247 1.091  0.538
H -5.347 -0.195 -0.612  0.502
C 0.604 -0.198 2.654  -0.327
C 2.526 -0.121 4.173  0.550
H 0.201 6.086 -2.403  0.593
C -3.474 1.117 -1.659  -1.664
C -1.128 4.777 -1.334  -1.273
H 4.175 -0.139 5.555  0.449
H -1.443 -2.564 -4.716  0.396
H -3.854 0.294 -2.260  0.477
O -1.412 -3.550 -4.783  -0.508
N 2.613 5.484 -3.458  -0.659
H -0.379 -4.828 -1.176  0.334
C 1.724 1.743 -1.910  -0.657
C 2.391 1.440 2.292  -1.051
C 0.975 4.092 -2.246  0.254
C 0.158 -3.204 1.031  -1.205
C 0.016 5.087 -2.031  -0.453
H -5.000 -2.594 2.910  0.463
H -6.347 -1.697 1.044  0.454
H 4.255 -1.113 -2.123  0.508
C -2.630 -0.774 1.348  0.177
C 1.289 -0.701 3.828  0.872

Atoms 1-2, force components in eV/Å:
H 0.0 0.0 0.0
C 0.0 0.0 0.0

Values from the calculation:
- gap between HOMO and LUMO (eV) = 6.40
- net charge = +2
- E_HOMO (Ha) = -0.4977
- E_tot (eV) = -94833.16497
- E_LUMO (eV) = -7.1425
- molecular weight (g mol⁻¹) = 732.56

=====

Entry 4:
Computed, not measured: a single C8H11N3O molecule at a distorted geometry, with the ωB97M-V functional and the def2-TZVPD basis.

Each line ends with the Mulliken charge.
Geometry (Å):
N 1.104 -2.111 -0.164  -0.090
H 1.617 2.923 -0.837  0.311
H -0.880 -1.893 0.660  0.390
N 0.252 -1.993 0.960  -0.411
H 2.166 0.737 0.217  0.237
C -1.560 2.030 0.156  -0.203
H -1.018 -0.828 -0.921  0.086
C 0.544 -0.744 1.577  -0.841
C 0.464 -2.072 -1.457  0.519
H -0.585 3.588 -1.103  0.234
H 1.583 -3.047 0.046  0.316
H -0.004 -0.703 2.751  0.245
C -1.242 0.881 0.961  -0.739
C -0.680 2.612 -0.544  -0.687
H 1.813 -0.638 1.976  0.334
H -1.026 -1.209 -2.358  0.253
C 0.660 2.391 -0.523  -0.210
O 0.985 -2.688 -2.391  -0.658
N -0.733 -1.511 -1.562  -0.355
C 0.074 0.549 0.896  0.364
H -2.621 1.970 0.290  0.333
H -2.001 0.548 1.213  0.836
C 1.087 1.210 0.157  -0.265

Atoms 1-2, force components in eV/Å:
N -0.5 -2.2 -0.5
H -2.3 0.2 -0.5

Values from the calculation:
- gap between HOMO and LUMO (eV) = 9.91
- SMILES = NC(=O)NNCc1ccccc1
- net charge = 0
- E_HOMO (Ha) = -0.3402
- E_tot (eV) = -14985.81006
- E_LUMO (eV) = 0.6579
- molecular weight (g mol⁻¹) = 165.20
- ΔE to the lowest compared entry with this formula, charge and spin (kcal/mol) = 130.0

=====

Entry 5:
Computed, not measured: a single C4H9NOS molecule at a distorted geometry, with the ωB97M-V functional and the def2-TZVPD basis.

Each line ends with the Mulliken charge.
Geometry (Å):
H 1.241 -0.528 1.375  0.345
H 0.113 1.834 0.665  0.246
N -0.015 0.973 1.167  -0.578
H 2.224 1.021 1.197  0.311
H -1.876 0.792 -0.847  0.365
S -0.020 -0.296 -1.582  0.459
C 1.518 0.153 -0.649  -0.532
C 1.298 0.391 0.870  -0.550
H -2.452 -1.728 0.046  0.414
O -0.119 0.720 -2.633  -0.634
H -2.330 -0.824 1.418  0.329
H -0.885 -1.774 1.018  0.184
H 1.915 1.018 -1.221  0.345
H 2.425 -0.549 -0.955  0.344
C -1.774 -1.167 0.508  -0.989
C -1.265 -0.038 -0.378  -0.057

Atoms 1-2, force components in eV/Å:
H 0.9 -1.4 0.7
H -0.9 1.2 -0.2

Values from the calculation:
- gap between HOMO and LUMO (spin up / spin down) (eV) = 8.47 / 8.47
- net charge = 0
- E_HOMO (spin up / spin down) (Ha) = -0.3187 / -0.3186
- E_tot (eV) = -18662.04995
- E_LUMO (spin up / spin down) (eV) = -0.2038 / -0.2033
- molecular weight (g mol⁻¹) = 119.19
- ΔE to the lowest compared entry with this formula, charge and spin (kcal/mol) = 126.3

=====

Entry 6:
Computed, not measured: a molecular structure, C26H50AgFN2O6 at a distorted geometry, with the ωB97M-V functional and the def2-TZVPD basis.

Each line ends with the Mulliken spin population.
Geometry (Å):
H 1.514 4.271 -3.750  0.000
C 0.643 0.073 -3.704  0.000
H 0.483 -2.141 -1.146  0.002
H -4.092 -1.787 -2.694  0.001
O 2.600 2.821 2.327  0.000
C 3.017 2.999 -2.864  0.000
C 1.726 3.206 -3.660  0.000
H 0.678 -3.568 -0.239  0.002
O 2.281 -0.281 -1.208  -0.001
H -1.670 -1.749 -2.510  -0.008
O 2.934 4.790 3.326  0.000
H -0.427 0.032 -3.904  0.000
H 2.984 3.719 -2.046  0.000
H 0.539 0.844 4.425  0.000
H 5.487 1.915 -1.801  0.000
C 0.797 1.012 -2.471  0.004
H 0.978 -0.932 -3.447  0.000
H -2.921 -1.099 5.240  0.000
H 0.242 3.083 -2.072  0.000
H 3.788 3.333 -3.557  0.000
C -1.522 0.551 4.900  0.000
H -3.466 -0.096 1.753  -0.004
H -0.246 -2.183 1.310  0.026
C 0.193 -3.192 -1.140  0.035
H 0.533 5.284 2.105  0.000
H -1.816 -0.059 1.031  0.000
H -2.280 0.990 4.251  0.000
F 1.333 -1.288 1.420  0.002
H 1.703 2.743 -4.647  0.000
C -2.568 -0.671 1.529  0.062
O 1.194 -1.854 4.616  0.000
H -1.314 1.331 5.633  0.000
H -2.103 -0.324 6.624  0.000
C 0.743 4.268 2.439  0.000
H 1.330 0.293 -4.522  0.000
H -0.354 -0.012 3.089  -0.001
C 3.342 1.505 -2.388  0.000
H -1.326 -5.259 0.032  -0.002
H 3.429 -0.275 -3.550  0.000
C -1.976 -0.699 5.609  0.000
H -2.869 -4.863 -0.770  0.000
C -2.920 -1.827 0.621  -0.035
H 2.202 2.141 0.448  0.000
H -2.069 -3.428 -2.893  -0.001
C 0.601 3.285 1.243  0.000
C -1.357 -3.279 -0.946  -0.046
C -3.805 -2.826 1.369  0.092
C 2.146 4.015 2.801  0.000
C -2.164 -2.647 -2.139  0.019
H -3.470 -3.179 2.344  -0.001
H 4.569 0.733 -0.883  0.000
O -0.852 -1.615 5.553  0.000
H -0.378 1.419 -0.640  -0.003
C -3.704 -1.280 -0.618  0.011
C 1.721 2.272 1.417  0.000
C 0.542 2.488 -2.935  0.000
C 4.517 1.720 -1.344  0.000
C -1.784 -4.784 -0.836  0.086
C -0.391 0.792 -1.532  -0.048
H -2.141 -1.091 2.439  -0.006
H 2.361 -0.187 -0.256  0.000
C 0.146 -1.212 4.761  0.001
H 0.617 3.740 0.252  0.000
Ag 2.825 -2.349 2.712  0.000
H 0.563 -3.611 -2.076  -0.001
H -4.757 -1.101 -0.400  -0.001
H 5.009 0.729 -3.494  0.000
H -0.521 -0.241 -1.211  0.041
H 0.105 4.043 3.294  0.000
H -0.361 2.774 1.279  0.000
H -3.378 -0.275 -0.886  -0.003
H -0.326 2.569 -3.589  0.000
H -1.365 0.914 -2.007  -0.002
H 1.180 1.376 1.723  0.000
C -0.236 0.124 4.164  -0.001
H 4.305 2.522 -0.637  0.000
O -0.914 -2.864 1.416  0.055
H -1.416 -5.376 -1.674  0.001
H -3.940 -3.747 0.802  -0.001
N -1.699 -2.556 0.328  0.727
H -4.798 -2.459 1.630  0.004
H 3.675 1.188 -4.438  0.000
N 2.104 0.985 -1.768  0.000
H -4.280 -3.086 -1.650  0.002
C 3.919 0.697 -3.495  0.000
C -3.621 -2.235 -1.819  -0.007

Atoms 1-2, force components in eV/Å:
H 0.0 -0.1 -0.2
C 0.7 -0.4 1.3

Values from the calculation:
- <S²> = 0.7545
- gap between HOMO and LUMO (spin up / spin down) (eV) = 6.84 / 4.87
- multiplicity = 2
- net charge = +1
- E_HOMO (spin up / spin down) (Ha) = -0.3874 / -0.3873
- E_tot (eV) = -49744.30958
- E_LUMO (spin up / spin down) (eV) = -3.7046 / -5.6735
- molecular weight (g mol⁻¹) = 613.56
- ΔE to the lowest compared entry with this formula, charge and spin (kcal/mol) = 56.3